One molecule with the formula C20H16F7NO3, computed with ωB97M-V with the def2-TZVPD basis set.

Positions of all 47 atoms, in Å:
1 O -0.8321 5.6248 0.2748
2 F 5.1268 1.6318 3.8627
3 F 3.1208 -3.5436 1.3013
4 F 3.0687 -1.3541 0.8743
5 F 2.3827 -2.0362 2.8518
6 F -0.5694 -3.6252 -3.0499
7 F -2.3444 -3.9254 -1.8742
8 F -0.6359 -5.2414 -1.5343
9 O -0.5292 2.3364 -1.3223
10 O -0.7965 1.6749 0.7914
11 C -0.2801 4.5866 -0.0937
12 C 4.5227 1.7889 1.5016
13 C 2.9463 2.1732 3.2258
14 C 0.6474 -3.1111 -0.0832
15 C 3.6377 2.0322 0.4148
16 C 2.0208 2.4462 2.2835
17 C 0.2115 -1.1651 1.2199
18 C -1.3373 -1.8259 -0.4940
19 C 4.2922 1.9496 2.8817
20 C 1.0868 -2.2154 0.8903
21 C -0.5864 -2.9708 -0.7230
22 C 2.3494 2.3962 0.9148
23 C -0.9738 -0.9065 0.4921
24 N 0.8558 4.2435 0.5506
25 C -1.0897 3.6365 -1.0518
26 C 2.3936 -2.3159 1.4599
27 C -1.0138 -3.9496 -1.8141
28 C -2.9866 0.5666 1.4781
29 C 1.2834 2.8710 0.0372
30 C -1.6708 0.4887 0.5970
31 C 0.1785 1.8450 -0.2411
32 H 5.5701 1.4281 1.3885
33 H 2.6605 2.3168 4.1943
34 H 1.4243 -3.8915 -0.4510
35 H 3.7690 2.0170 -0.6539
36 H 0.9715 2.5278 2.4559
37 H 0.4394 -0.1935 1.6689
38 H -2.1984 -1.6678 -1.1118
39 H 0.7112 4.3080 1.5520
40 H -2.1534 3.6303 -0.6994
41 H -0.9287 4.0289 -2.0859
42 H -3.3485 1.6342 1.5935
43 H -3.8402 0.0266 0.8645
44 H -2.7364 0.1218 2.4575
45 H 1.5994 2.9794 -1.0101
46 H -2.0653 0.6729 -0.4133
47 H 0.5180 0.8265 -0.5005

Forces on atoms 1 to 6 (eV/Å):
0.1 -1.0 -1.1
0.8 0.1 -0.4
-1.9 2.6 0.3
1.8 0.5 0.0
0.2 -0.7 -2.3
0.2 -0.3 0.6

HOMO level (eV): -9.36
Lowest unoccupied orbital energy (eV): -0.13
SMILES: C[C@@H](O[C@H]1OCC(=O)N[C@H]1c1ccc(F)cc1)c1cc(C(F)(F)F)cc(C(F)(F)F)c1


One molecule with the formula C3H3N3O, computed with ωB97M-V with the def2-TZVPD basis set.

Positions of all 10 atoms, in Å:
1 N -1.2261 -2.1983 1.3957
2 C -0.8007 -1.5934 0.4198
3 N -0.1905 -0.9942 -0.4590
4 N -0.6306 0.1820 -1.0132
5 O 1.8888 0.4227 0.5606
6 C 1.3469 1.3334 -0.0159
7 C 0.0974 1.2155 -0.8293
8 H -1.9892 -2.8502 1.2454
9 H 1.7564 2.3634 0.0223
10 H -0.2525 2.1191 -1.3264

Forces on atoms 1 to 6 (eV/Å):
0.1 0.2 -0.4
0.1 0.0 0.0
-0.2 -0.4 0.5
0.1 0.4 0.0
-0.2 0.4 -0.2
0.2 -0.3 0.2

Relative energy (zero: lowest compared OMol25 entry of this formula, charge and spin) (kcal/mol): 69.76
HOMO level (eV): -9.36
Lowest unoccupied orbital energy (eV): -0.58
SMILES: N=C=N/N=C\C=O


C7H21ClI2IrN5P2 as an isolated structure, computed with ωB97M-V with the def2-TZVPD basis set.

Positions of all 39 atoms, in Å:
1 I -0.3577 1.0207 -4.9150
2 I -0.5950 -1.4352 -5.0600
3 Ir -0.2828 -0.2871 0.0437
4 P -2.3954 -0.0668 -0.7061
5 C -3.4448 0.0582 0.7766
6 C -2.9491 1.2361 -1.8412
7 H -4.0458 1.1747 -1.9714
8 H -4.0789 -1.5583 -1.6172
9 H -2.4642 1.1232 -2.8272
10 H -2.5898 -1.6177 -2.5830
11 H -2.9310 0.7060 1.5003
12 H -2.6830 2.2378 -1.4382
13 C -2.9851 -1.5749 -1.5600
14 H -4.4310 0.4837 0.5641
15 H -2.6677 -2.4735 -1.0045
16 H -3.5600 -0.9388 1.2245
17 P 2.2282 -0.0962 -0.6029
18 C 3.3060 -0.0421 0.8651
19 C 2.9213 -1.4679 -1.5916
20 H 2.2469 1.1892 -2.6684
21 H 3.7989 1.3992 -1.7533
22 H 2.3001 2.2336 -1.2055
23 C 2.6944 1.3136 -1.6651
24 H 2.4775 -1.4685 -2.5964
25 H 4.0182 -1.4072 -1.6872
26 H 4.1906 0.5799 0.7069
27 H 3.6237 -1.0770 1.0782
28 H 2.6652 -2.4119 -1.0883
29 H 2.7386 0.3639 1.7091
30 Cl -0.0616 -1.0425 -2.1373
31 N 1.2291 1.3540 4.9354
32 N 0.4887 0.8540 3.8731
33 N -0.2203 -0.2557 4.1960
34 C -0.4481 -0.7960 2.9949
35 N 0.0396 -0.0411 1.9650
36 N 0.7881 0.9555 2.5346
37 H 1.6620 2.2690 4.7966
38 H 0.6836 1.2642 5.8022
39 H -0.9092 -1.7580 2.9534

Forces on atoms 1 to 6 (eV/Å):
0.7 7.1 0.2
-0.8 -7.1 -1.2
3.3 -0.1 -2.6
-2.8 -0.6 -1.0
0.4 0.1 0.5
0.6 0.9 0.1

Total charge: +2
Relative energy (zero: lowest compared OMol25 entry of this formula, charge and spin) (kcal/mol): 55.38
HOMO level (spin up / spin down) (eV): -11.20 / -13.79
Lowest unoccupied orbital energy (spin up / spin down) (eV): -7.48 / -9.44
Expectation value of S²: 6.019
Multiplicity: 5